1 | The following is a quantum chemistry calculation of a 2-piece molecular cluster, C2H7S3 overall, from OMol25.

Geometry (Å):
C -2.798 -1.820 1.034
S -3.828 -3.202 0.397
H -3.364 -1.259 1.765
H -2.476 -1.212 0.199
H -1.875 -2.256 1.412
C 1.798 3.353 -0.824
S 2.732 2.102 0.093
S 1.906 0.341 -0.607
H 0.774 3.018 -0.905
H 1.815 4.315 -0.320
H 2.183 3.446 -1.850
H -3.498 -4.055 1.373

Values from the calculation:
orbital gap	4.790	eV
LUMO energy	2.7	eV
net charge	-1
HOMO	-2.04	eV

2 | The following is a quantum chemistry calculation of a 2-piece molecular cluster, C2H7S3 overall, from OMol25.

Geometry (Å):
C -0.479 -1.170 1.839
S 1.266 -0.650 2.512
H -0.157 -1.884 1.140
H -0.785 -0.303 1.442
H -0.935 -1.762 2.730
C -0.216 0.310 -2.153
S 0.009 2.117 -2.376
S 1.189 2.641 -0.628
H -1.137 0.283 -1.544
H -0.473 -0.079 -3.209
H 0.686 -0.134 -1.659
H 1.032 0.631 1.906

Values from the calculation:
orbital gap	5.613	eV
LUMO energy	3.2	eV
net charge	-1
HOMO	-2.41	eV

Most stable one: 1, least stable one: 2.

1 | The following is a quantum chemistry calculation of a 2-piece molecular cluster, C3H11O overall, from OMol25.

Geometry (Å):
O -0.736 2.195 0.799
H -1.416 2.578 1.390
H -0.042 2.847 0.581
H -1.074 1.586 0.095
C -0.581 -0.326 -1.039
C 0.733 -0.375 -0.239
C 0.865 -1.658 0.517
H -0.692 -1.322 -1.477
H -0.569 0.380 -1.867
H -1.432 -0.159 -0.362
H 0.843 0.532 0.357
H 1.507 -0.262 -0.982
H 1.652 -1.665 1.273
H -0.035 -1.851 1.102
H 0.977 -2.501 -0.148

Values from the calculation:
orbital gap	10.206	eV
LUMO energy	-5.1	eV
net charge	+1
HOMO	-15.27	eV

2 | The following is a quantum chemistry calculation of a 2-piece molecular cluster, C3H11O overall, from OMol25.

Geometry (Å):
O 2.301 -0.411 0.345
H 2.485 -0.407 1.353
H 2.771 -1.240 -0.041
H 1.397 -0.273 0.000
C -0.285 -0.121 -1.337
C -1.276 0.603 -0.311
C -0.934 0.445 1.155
H 0.457 0.427 -1.897
H -0.874 -0.647 -2.080
H 0.093 -1.045 -0.880
H -2.253 0.080 -0.425
H -1.362 1.761 -0.471
H -1.627 0.752 1.880
H -0.973 -0.736 1.330
H 0.081 0.812 1.378

Values from the calculation:
orbital gap	10.215	eV
LUMO energy	-5.0	eV
net charge	+1
HOMO	-15.20	eV

Most stable one: 1, least stable one: 2.

1 | The following is a quantum chemistry calculation of a 2-piece molecular cluster, C3H5O3 overall, from OMol25.

Geometry (Å):
C -0.515 -1.424 -0.565
O 0.271 -2.286 -1.183
H -0.915 -0.453 -1.034
H -1.400 -1.944 -0.111
H -0.595 -0.600 0.476
O 1.268 0.180 -0.879
C 0.450 0.978 -0.343
C 0.511 1.252 1.142
O 1.283 0.682 1.879
H 0.012 1.814 -0.927
H -0.370 1.802 1.544

Values from the calculation:
orbital gap (alpha / beta)	7.286 / 5.956	eV
LUMO energy (alpha / beta)	3.7 / 3.3	eV
net charge	-1
HOMO (alpha / beta)	-3.60 / -2.69	eV

2 | The following is a quantum chemistry calculation of C3H5O3 as an isolated structure, from OMol25.

Geometry (Å):
C 2.448 -0.055 -1.150
C 1.462 0.336 -0.283
O 0.357 -0.358 -0.209
H 3.455 0.365 -1.145
H 2.388 -0.808 -1.935
H 1.495 1.393 -0.003
H -0.472 -0.224 0.617
O -1.546 -0.405 1.196
C -2.782 -0.104 1.067
O -3.337 0.682 0.302
H -3.467 -0.821 1.543

Values from the calculation:
orbital gap	8.231	eV
LUMO energy	4.3	eV
net charge	-1
HOMO	-3.92	eV

Most stable one: 2, least stable one: 1.

1 | The following is a quantum chemistry calculation of a 2-piece molecular cluster, C2H8S3 overall, from OMol25.

Geometry (Å):
S 1.699 -1.928 -0.808
S 1.266 0.228 -1.625
H 3.008 -1.863 -1.085
H 1.252 0.763 -0.391
C -1.016 -0.749 1.428
C -2.050 0.320 1.619
S -1.597 1.939 0.905
H -1.417 -1.615 1.966
H -0.800 -1.053 0.405
H -0.076 -0.501 1.922
H -2.176 0.495 2.692
H -3.052 0.074 1.272
H -2.395 2.738 1.667

Values from the calculation:
⟨S²⟩	0.75
orbital gap (alpha / beta)	3.747 / 6.599	eV
LUMO energy (alpha / beta)	3.0 / 2.9	eV
net charge	-1
spin multiplicity	2
HOMO (alpha / beta)	-0.79 / -3.66	eV

2 | The following is a quantum chemistry calculation of a 2-piece molecular cluster, C2H8S3 overall, from OMol25.

Geometry (Å):
S 0.110 -0.943 -3.298
S -0.604 0.877 -4.180
H 0.249 -0.498 -2.012
H -2.074 0.831 -4.171
C 1.056 0.492 1.992
C -0.170 0.172 1.152
S -0.051 -1.571 0.525
H 0.882 0.164 3.005
H 2.062 0.157 1.639
H 1.179 1.518 2.134
H -0.292 0.693 0.177
H -1.153 0.135 1.628
H -1.194 -2.028 1.409

Values from the calculation:
⟨S²⟩	0.75
orbital gap (alpha / beta)	2.801 / 7.105	eV
LUMO energy (alpha / beta)	2.9 / 2.8	eV
net charge	-1
spin multiplicity	2
HOMO (alpha / beta)	0.11 / -4.30	eV

Most stable one: 1, least stable one: 2.

1 | The following is a quantum chemistry calculation of an isolated molecule of C10H14N2O3, from OMol25.

Geometry (Å):
C -1.746 -2.419 0.568
C -1.299 -0.969 0.895
C -0.172 -0.432 0.070
C -0.677 -0.109 -1.397
C -1.111 1.294 -1.604
N 1.127 -1.294 0.121
C 2.067 -1.003 -0.895
O 2.602 -1.806 -1.563
C 2.306 0.540 -0.881
C 1.538 1.258 -0.079
O 1.548 2.612 -0.008
C 0.680 0.614 0.902
N 0.020 1.566 1.815
C 1.558 -0.555 1.271
O 2.450 -0.788 2.025
H -2.134 -2.595 -0.491
H -2.731 -2.465 1.127
H -0.878 -3.075 0.905
H -1.154 -0.899 1.958
H -2.096 -0.229 0.671
H 0.126 -0.323 -2.128
H -1.488 -0.763 -1.657
H -2.221 1.429 -1.698
H -0.778 1.712 -2.555
H -0.822 1.923 -0.748
H 2.820 0.934 -1.687
H 0.729 2.914 0.480
H 0.683 1.758 2.646
H -0.947 1.169 1.939

Values from the calculation:
orbital gap	9.826	eV
SMILES	CCC1(CC)N2C(=O)C=C(O)[C@]1(N)C2=O
LUMO energy	0.4	eV
HOMO	-9.39	eV

2 | The following is a quantum chemistry calculation of an isolated molecule of C10H14N2O3, from OMol25.

Geometry (Å):
C -2.344 -2.232 -0.288
N -2.015 -0.959 0.294
C -2.959 0.169 0.056
N -0.709 -0.788 0.228
C 0.009 0.226 0.160
C 1.435 -0.060 -0.016
C 2.122 -0.838 0.959
C 3.477 -1.025 0.838
C 4.252 -0.442 -0.073
C 3.589 0.307 -1.021
C 2.178 0.405 -1.042
C -0.299 1.932 0.242
O -0.414 2.413 -1.041
O 0.927 2.399 0.905
O -1.350 2.325 1.043
H -3.192 -2.630 0.326
H -2.589 -2.307 -1.406
H -1.404 -2.908 -0.256
H -3.854 -0.302 -0.373
H -3.256 0.494 1.056
H -2.736 0.962 -0.635
H 1.573 -1.378 1.744
H 3.923 -1.716 1.610
H 5.290 -0.530 -0.054
H 3.977 0.643 -1.972
H 1.591 1.041 -1.740
H 0.457 2.213 -1.455
H 0.819 2.259 1.894
H -1.990 3.103 0.664

Values from the calculation:
orbital gap	8.740	eV
SMILES	CN(C)/N=C(/c1ccccc1)C(O)(O)O
LUMO energy	0.6	eV
HOMO	-8.15	eV

Most stable one: 1, least stable one: 2.